# 1
Entry from OMol25: a molecular structure, Cl4Mn (ωB97M-V/def2-TZVPD).

Last column: Mulliken charge in e.
Atoms and positions in Å:
1 Mn -16.89452 6.48545 -16.72572  0.744
2 Cl -14.89767 8.02224 -16.38252  -0.694
3 Cl -15.54820 4.36498 -16.45726  -0.681
4 Cl -18.75622 6.24042 -15.09707  -0.671
5 Cl -18.05066 6.13204 -18.97166  -0.698

Results
<S²> ... 8.75
Energy above the lowest of the compared OMol25 structures with the same formula, charge and spin ... 0.0 kcal/mol
E_LUMO (alpha / beta) ... 0.2301 / 0.2299 hartree
HOMO (alpha / beta) ... -1.92 / -2.13 eV
Total charge ... -2
Spin multiplicity ... 6
Kohn-Sham gap (alpha / beta) ... 8.179 / 8.387 eV


# 2
Entry from OMol25: a molecular structure, Cl5NP2 (ωB97M-V/def2-TZVPD).

Last column: Mulliken charge in e.
Atoms and positions in Å:
1 N -1.99963 1.22451 -1.59825  -0.467
2 P -1.83093 0.47087 -0.32986  0.657
3 P 1.33765 -0.67341 0.49940  0.555
4 Cl -1.80569 -1.45789 0.27734  -0.095
5 Cl -1.46344 1.46006 1.50930  -0.154
6 Cl 0.59304 -0.06202 -1.31378  -0.116
7 Cl 2.38955 0.97878 1.16791  -0.176
8 Cl 2.77944 -1.94090 -0.21206  -0.205

Results
Energy above the lowest of the compared OMol25 structures with the same formula, charge and spin ... 76.6 kcal/mol
E_LUMO ... -0.0514 hartree
HOMO ... -10.21 eV
Spin multiplicity ... 1
Kohn-Sham gap ... 8.813 eV


# 3
Entry from OMol25: a molecular structure, Cl6O28PZn2 (ωB97M-V/def2-TZVPD).

Last column: Mulliken charge in e.
Atoms and positions in Å:
1 Zn 1.86504 1.50234 1.90476  0.276
2 Zn -0.81225 0.20326 -0.68636  1.717
3 P -0.68544 1.87377 2.05993  1.182
4 O 0.31680 1.10228 3.03051  -0.635
5 O -1.47033 0.98038 0.90893  -0.484
6 O 0.43579 2.52946 1.17646  -0.513
7 O -1.71422 2.71316 2.80597  -0.794
8 Cl -2.90573 -3.34749 4.43279  1.509
9 O -1.93178 -3.57176 3.40662  -0.501
10 O -4.23966 -3.04460 3.93394  -0.623
11 O -3.16386 -4.72473 5.15371  -0.763
12 O -2.52936 -2.40457 5.51144  -0.620
13 Cl -3.27003 -1.63696 -1.42367  1.575
14 O -3.97441 -0.80367 -0.39136  -0.585
15 O -3.96379 -1.62709 -2.71199  -0.673
16 O -1.94530 -0.98095 -1.81395  -0.570
17 O -3.15080 -3.01214 -0.96210  -0.597
18 Cl 0.65365 0.04630 -4.48781  1.567
19 O 0.54347 -0.25963 -3.07411  -0.505
20 O 1.55685 1.12959 -4.66066  -0.654
21 O 1.28214 -1.15203 -5.17835  -0.755
22 O -0.62995 0.35415 -5.14899  -0.680
23 Cl -0.51387 3.59223 -2.38961  1.614
24 O -1.61753 4.27071 -1.66233  -0.712
25 O 0.74339 4.26529 -1.99035  -0.690
26 O -0.52694 2.16804 -2.06837  -0.689
27 O -0.66515 3.69855 -3.80663  -0.663
28 Cl 1.72455 -2.68546 -0.52303  1.698
29 O 2.83638 -2.38560 -1.33330  -0.681
30 O 2.26180 -3.28041 0.71055  -0.691
31 O 0.92530 -1.55557 -0.16243  -0.746
32 O 0.90394 -3.52447 -1.38294  -0.691
33 Cl 4.72291 1.89638 2.10738  1.782
34 O 5.08195 1.25720 0.81905  -0.555
35 O 5.83565 2.68538 2.57790  -0.704
36 O 3.47988 2.72716 2.12319  -0.530
37 O 4.54089 1.00153 3.19518  -0.615

Results
E_LUMO ... 0.3302 hartree
HOMO ... 2.76 eV
Total charge ... -5
Spin multiplicity ... 1
Kohn-Sham gap ... 6.227 eV


# 4
Entry from OMol25: a molecular structure, Cl7H14O35Zn (ωB97M-V/def2-TZVPD).

Last column: Mulliken charge in e.
Atoms and positions in Å:
1 Zn -0.13268 -0.63538 0.13786  0.618
2 Cl -0.93627 3.69292 2.80187  1.695
3 O -0.95197 5.03569 2.32410  -0.702
4 O -0.98246 3.81199 4.19111  -0.721
5 O -2.01441 2.85174 2.24865  -0.624
6 O 0.37048 3.10150 2.58958  -0.647
7 Cl 0.31555 4.14169 -3.25180  1.706
8 O 1.10386 4.99161 -4.08582  -0.784
9 O 0.01069 4.72943 -1.97724  -0.650
10 O -0.84196 4.00324 -4.02255  -0.682
11 O 0.98316 2.87977 -3.17433  -0.587
12 Cl 4.50405 2.39938 -0.86994  1.683
13 O 5.06858 3.45054 -1.68963  -0.693
14 O 4.44867 1.07213 -1.45732  -0.692
15 O 5.16968 2.25706 0.35049  -0.680
16 O 3.16887 2.67395 -0.49943  -0.651
17 Cl 2.71596 -0.49690 4.15698  1.830
18 O 3.54734 0.11627 5.13078  -0.813
19 O 2.66941 -1.83189 4.43438  -0.698
20 O 1.44822 0.11721 4.14778  -0.702
21 O 3.33453 -0.24363 2.94266  -0.637
22 Cl -5.54726 -1.40639 0.62935  1.650
23 O -4.74795 -0.20614 0.62454  -0.552
24 O -6.23773 -1.41472 1.85663  -0.699
25 O -6.36735 -1.60400 -0.51752  -0.669
26 O -4.72823 -2.63379 0.54918  -0.732
27 Cl 3.68345 -3.41506 0.00899  1.662
28 O 4.96444 -4.02374 -0.40565  -0.779
29 O 3.87664 -2.00306 0.12451  -0.557
30 O 2.68473 -3.69719 -0.97022  -0.641
31 O 3.21209 -3.89999 1.27011  -0.720
32 Cl -3.16591 0.32559 -3.54966  1.820
33 O -2.98068 1.52693 -2.78875  -0.684
34 O -4.22020 0.48815 -4.53806  -0.793
35 O -1.99273 0.00897 -4.28489  -0.723
36 O -3.40415 -0.73747 -2.71847  -0.652
37 O 0.56726 -2.17990 1.32931  -0.033
38 H 0.16173 -2.49684 2.13636  0.189
39 H 1.48027 -2.46018 1.39339  0.100
40 O 1.23327 0.69789 0.91766  0.339
41 H 1.38661 0.89598 1.84150  -0.049
42 H 1.90209 1.19867 0.45062  -0.023
43 O -1.00672 0.95175 -0.59467  0.191
44 H -0.92880 1.88877 -0.41537  0.116
45 H -1.83718 0.86521 -1.06273  0.054
46 O -1.24688 -4.34398 -1.70942  -0.710
47 H -1.62942 -5.02344 -1.15424  0.311
48 H -1.94120 -4.12185 -2.32975  0.321
49 O -1.34401 -0.45700 1.94809  -0.314
50 H -2.26267 -0.35880 2.19842  0.191
51 H -0.85340 -0.14567 2.70875  0.195
52 O 0.98772 -1.18768 -1.33805  -0.053
53 H 1.92969 -1.03150 -1.40530  0.149
54 H 0.74468 -1.55805 -2.18657  0.206
55 O -1.54435 -1.95151 -0.62385  -0.120
56 H -1.36650 -2.82323 -0.97698  0.335
57 H -2.46062 -1.78522 -0.84530  0.104

Results
E_LUMO ... 0.3116 hartree
HOMO ... 2.48 eV
Total charge ... -5
Spin multiplicity ... 1
Kohn-Sham gap ... 5.993 eV


# 5
Entry from OMol25: a molecular structure, Cl7NiO28 (ωB97M-V/def2-TZVPD).

Last column: Mulliken charge in e.
Atoms and positions in Å:
1 Ni -0.65823 -0.02731 -0.42899  2.081
2 Cl 2.69380 -2.14824 -3.07463  1.715
3 O 3.62249 -3.20505 -2.79503  -0.787
4 O 1.74783 -2.00303 -2.04772  -0.584
5 O 3.52046 -0.98550 -3.19882  -0.711
6 O 2.04601 -2.46431 -4.25931  -0.709
7 Cl -1.80055 -3.01147 -2.41462  1.684
8 O -3.14736 -2.60313 -2.62824  -0.737
9 O -1.15455 -3.21748 -3.73915  -0.658
10 O -1.24693 -1.78838 -1.82680  -0.654
11 O -1.87467 -4.07749 -1.55609  -0.608
12 Cl -0.80739 -2.31699 1.99903  1.680
13 O -2.18990 -1.86043 1.94650  -0.708
14 O 0.06931 -1.74053 0.97151  -0.655
15 O -0.39308 -1.91232 3.24081  -0.552
16 O -0.71740 -3.76044 1.67281  -0.706
17 Cl 3.37457 0.70126 0.69426  1.668
18 O 2.23506 1.08618 -0.01648  -0.627
19 O 3.38909 0.97942 2.10776  -0.685
20 O 3.59719 -0.71653 0.56346  -0.658
21 O 4.34199 1.46279 0.02941  -0.736
22 Cl -2.64592 2.83045 0.79523  1.790
23 O -2.43392 3.61821 -0.40456  -0.678
24 O -2.27665 3.53429 1.98044  -0.632
25 O -3.97371 2.29833 0.96502  -0.717
26 O -1.81180 1.70466 0.59353  -0.924
27 Cl -0.32816 1.98404 -3.05763  1.792
28 O -1.20901 1.13721 -2.34368  -0.546
29 O -0.82214 2.62568 -4.21604  -0.848
30 O 0.00848 3.01323 -2.31739  -0.601
31 O 0.82594 1.35857 -3.50031  -0.665
32 Cl -0.37944 1.87526 5.30562  1.536
33 O -1.01746 1.07006 6.26610  -0.656
34 O -0.74068 3.31243 5.34624  -0.708
35 O 1.04354 1.85472 5.38048  -0.647
36 O -0.88679 1.39182 3.96729  -0.546

Results
<S²> ... 2.00
Energy above the lowest of the compared OMol25 structures with the same formula, charge and spin ... 30.7 kcal/mol
E_LUMO (alpha / beta) ... 0.3714 / 0.3362 hartree
HOMO (alpha / beta) ... 3.06 / 3.06 eV
Total charge ... -5
Spin multiplicity ... 3
Kohn-Sham gap (alpha / beta) ... 7.049 / 6.088 eV


# 6
Entry from OMol25: a molecular structure, ClCrI3O4 (ωB97M-V/def2-TZVPD).

Last column: Mulliken charge in e.
Atoms and positions in Å:
1 Cr -1.72439 0.19575 0.04866  0.515
2 I -3.31862 -0.97735 -1.87678  -0.522
3 I -1.37966 2.86209 -0.47275  -0.519
4 I -2.74448 -0.89500 2.47724  -0.565
5 Cl 1.84411 -0.23218 -0.02379  1.666
6 O 2.58674 -1.41422 0.30958  -0.667
7 O 2.37507 0.35485 -1.24213  -0.647
8 O 0.45930 -0.61049 -0.26743  -0.605
9 O 1.90192 0.71655 1.04741  -0.655

Results
<S²> ... 6.03
Energy above the lowest of the compared OMol25 structures with the same formula, charge and spin ... 1.5 kcal/mol
E_LUMO (alpha / beta) ... 0.1746 / 0.1745 hartree
HOMO (alpha / beta) ... -2.23 / -2.48 eV
Total charge ... -2
Spin multiplicity ... 5
Kohn-Sham gap (alpha / beta) ... 6.985 / 7.225 eV


Question: The highest spin multiplicity belongs to which entry?
Answer: Cl4Mn